[1]
One molecule with the formula C4H7NOS at a distorted geometry, computed with ωB97M-V with the def2-TZVPD basis set.

Output
- LUMO energy (eV) = 0.5
- Kohn-Sham gap (eV) = 9.182
- charge = 0
- structure (SMILES) = COC(=S)N1CC1

Last column: Löwdin charge in e.
Element x y z (Å)
C 2.027 1.166 0.016  -0.082
O 0.738 0.532 -0.083  -0.183
C 0.520 -0.848 0.007  -0.799
S 1.832 -1.866 -0.008  0.704
N -0.819 -1.218 0.014  -0.084
C -1.744 -0.429 -0.748  -0.116
C -1.758 -0.363 0.729  -0.099
H 1.879 2.237 -0.094  0.095
H 2.522 0.925 0.951  0.086
H 2.618 0.813 -0.759  0.045
H -2.539 -0.982 -1.210  0.105
H -1.389 0.425 -1.289  0.108
H -1.390 0.543 1.194  0.110
H -2.497 -0.933 1.280  0.109

---

[2]
One molecule with the formula C4H7NOS at a distorted geometry, computed with ωB97M-V with the def2-TZVPD basis set.

Output
- LUMO energy (eV) = 0.5
- Kohn-Sham gap (eV) = 8.909
- charge = 0
- structure (SMILES) = S/N=C\OC1CC1

Last column: Löwdin charge in e.
Element x y z (Å)
S -1.105 2.018 1.010  0.622
N -2.211 1.167 0.075  -0.451
C -1.907 0.094 -0.616  -0.301
O -0.725 -0.525 -0.914  -0.054
C 0.580 -0.109 -0.524  -0.304
C 1.608 -1.313 -0.425  -0.077
C 1.183 -0.519 0.859  -0.143
H -2.158 3.227 0.660  0.019
H -2.770 -0.331 -1.270  0.154
H 1.119 0.687 -0.944  0.113
H 2.575 -0.947 -0.611  0.065
H 1.396 -2.424 -0.448  0.124
H 1.918 0.045 1.469  0.090
H 0.499 -1.071 1.679  0.142

---

[3]
One molecule with the formula C4H7NOS at a distorted geometry, computed with ωB97M-V with the def2-TZVPD basis set.

Output
- LUMO energy (spin up / spin down) (eV) = 0.8 / -1.3
- Kohn-Sham gap (spin up / spin down) (eV) = 7.307 / 8.547
- charge = 0
- 2S+1 = 3

Last column: Löwdin spin population.
Element x y z (Å)
C 1.347 -0.067 0.292  0.106
C -0.745 0.965 -0.778  0.134
C 0.224 -0.156 -0.584  0.605
C -1.591 0.629 0.379  0.654
N 2.245 -1.113 0.160  0.063
O 1.492 0.899 1.055  0.127
S -3.026 -0.337 0.293  0.237
H -0.262 1.841 -0.491  0.017
H -1.115 1.053 -1.735  0.007
H -0.076 -1.131 -1.107  0.019
H -0.984 0.691 1.327  0.023
H 2.000 -1.540 -0.785  0.001
H 3.291 -1.001 0.385  0.001
H -2.799 -0.734 1.590  0.008

---

[4]
One molecule with the formula C4H7NOS2 at a distorted geometry, computed with ωB97M-V with the def2-TZVPD basis set.

Output
- LUMO energy (eV) = 0.7
- Kohn-Sham gap (eV) = 8.895
- charge = 0
- structure (SMILES) = C=CSCS/C=N/O

Last column: Löwdin charge in e.
Element x y z (Å)
C 2.626 1.309 -0.714  -0.085
C 1.604 0.475 -0.452  -0.551
S 1.771 -0.931 0.556  0.830
C 0.136 -1.713 0.717  -0.793
S -0.896 -1.850 -0.774  0.868
C -2.017 -0.541 -0.379  -0.498
N -1.681 0.421 0.367  -0.084
O -2.667 1.411 0.351  -0.054
H 2.368 2.193 -1.259  0.043
H 3.589 1.166 -0.278  0.040
H 0.556 0.654 -0.797  0.054
H 0.290 -2.767 0.947  0.018
H -0.322 -1.242 1.608  0.044
H -2.916 -0.537 -0.994  0.086
H -2.440 1.952 1.102  0.083

---

[5]
One molecule with the formula C4H7NOS2 at a distorted geometry, computed with ωB97M-V with the def2-TZVPD basis set.

Output
- LUMO energy (eV) = -0.8
- Kohn-Sham gap (eV) = 8.155
- charge = 0
- structure (SMILES) = C[C@H](O)C(=S)/C=N\S

Last column: Löwdin charge in e.
Element x y z (Å)
C -1.240 1.086 -1.004  -0.054
C -0.884 0.526 0.371  -0.495
O 0.089 1.294 1.031  -0.065
C -0.528 -0.955 0.336  -0.731
S -1.432 -2.102 -0.367  0.793
C 0.717 -1.368 1.071  -0.325
N 1.921 -1.262 0.672  -0.323
S 2.172 -0.531 -0.860  0.771
H -1.535 2.113 -0.909  0.078
H -0.365 1.005 -1.649  0.067
H -2.077 0.505 -1.417  0.069
H -1.764 0.607 1.006  0.149
H 0.873 1.406 0.415  0.082
H 0.558 -1.862 2.034  0.122
H 3.495 -0.462 -0.730  -0.139

---

[6]
One molecule with the formula C4H7NS at a distorted geometry, computed with ωB97M-V with the def2-TZVPD basis set.

Output
- LUMO energy (eV) = 0.9
- Kohn-Sham gap (eV) = 9.097
- charge = 0
- structure (SMILES) = N[C@H]1C=CSC1

Last column: Löwdin charge in e.
Element x y z (Å)
N 1.812 -0.148 -0.233  0.021
C 0.504 -0.047 0.381  -0.465
C -0.193 1.276 0.155  -0.173
C -1.445 1.171 -0.119  -0.456
S -2.195 -0.441 -0.016  0.831
C -0.508 -1.198 0.012  -0.392
H 1.755 -0.265 -1.257  0.085
H 2.248 -0.977 0.195  0.081
H 0.712 -0.100 1.448  0.131
H 0.318 2.283 0.103  0.133
H -2.131 1.980 -0.417  0.074
H -0.357 -1.552 -1.012  0.066
H -0.521 -1.983 0.760  0.063

---

Energy above the lowest of the compared OMol25 structures with the same formula, charge and spin per entry: 229.90, 442.80, 7.94, 307.70, 183.93, 86.97 kJ/mol
Calculated total energy per entry: -18632.1668, -18629.9603, -18630.5376, -29466.6014, -29467.8841, -16586.0300 eV